9
Properties=species:S:1:pos:R:3:nbo_charge:R:1 method="wB97M-V/def2-TZVPD" e_tot_ha=-562.025433 total_charge=0 homo_ev=-11.8 smiles="O=[N+]([O-])n1nnnc1F" relative_energy_kj_mol=15.2
C -1.0301 0.6489 -0.0868 0.72
N -2.0459 -0.1374 -0.0877 -0.33
N 0.1951 -0.1945 0.0114 -0.23
N -1.5418 -1.4244 0.0555 -0.01
N -0.3078 -1.4724 0.0902 0.01
N 1.5844 0.1475 -0.0243 0.68
O 2.2978 -0.7777 -0.0570 -0.29
O 1.7869 1.2929 0.0492 -0.32
F -0.9385 1.9170 0.0495 -0.23

75
Properties=species:S:1:pos:R:3:mulliken_charge:R:1 method="wB97M-V/def2-TZVPD" e_tot_ha=-4781.307721 total_charge=0 homo_ev=-7.1 relative_energy_kj_mol=220.5
Ca 0.0313 -0.2876 -0.6145 3.04
C 2.6267 4.5229 1.1418 -0.66
S 2.0448 3.6431 2.6202 -0.10
C 0.9827 2.4385 1.8175 0.14
S -0.3894 3.0515 1.0458 -0.30
N 1.3584 1.2250 2.0679 -1.69
N 0.7376 0.1399 1.5319 0.90
C 0.9113 -0.9154 2.2372 -0.78
C 0.3911 -2.2123 1.8594 1.01
C 0.8077 -3.3477 2.5563 -0.80
C 0.3397 -4.5880 2.1691 -0.64
C -0.5607 -4.6625 1.1164 -1.02
C -0.9303 -3.4838 0.4887 -0.50
N -0.4698 -2.2877 0.8336 0.51
H 3.1219 5.4292 1.4809 0.37
H 1.7748 4.7655 0.5103 0.16
H 3.3346 3.8891 0.6108 0.17
H 1.4947 -0.8450 3.1542 0.30
H 1.5034 -3.2466 3.3781 0.50
H 0.6756 -5.4829 2.6756 0.42
H -0.9539 -5.6131 0.7853 0.46
H -1.6457 -3.5002 -0.3254 0.82
C 1.5547 4.1173 -4.0996 -0.53
C 0.1766 4.0347 -4.2447 -0.74
C -0.5737 3.2888 -3.3556 -0.29
C 0.0475 2.6088 -2.3024 -0.38
C 1.4274 2.7369 -2.1386 0.16
C 2.1740 3.4693 -3.0402 -1.15
N -0.6781 1.7488 -1.4333 1.01
N -1.9480 1.8149 -1.6023 -0.73
C -2.7348 0.9883 -0.8364 -0.68
C -4.1230 1.1051 -1.0113 -0.35
C -4.9651 0.3599 -0.2201 -0.45
C -4.4098 -0.4657 0.7551 -1.00
C -3.0343 -0.5344 0.8524 -0.45
N -2.2007 0.1475 0.0657 0.33
H 2.1424 4.6887 -4.8058 0.42
H -0.3141 4.5553 -5.0565 0.40
H -1.6439 3.2046 -3.4621 0.47
H 1.9084 2.2580 -1.2985 0.68
H 3.2466 3.5361 -2.9156 0.47
H -4.4901 1.7900 -1.7621 0.54
H -6.0379 0.4204 -0.3444 0.42
H -5.0360 -1.0399 1.4225 0.45
H -2.5668 -1.1703 1.5932 0.48
N -2.4206 -5.8469 -4.8484 -0.27
C -2.9134 -4.5841 -4.8248 0.19
O -3.9405 -4.2762 -5.3923 -0.62
C -2.1456 -3.5778 -4.0040 1.02
C -2.6726 -2.2959 -3.9057 -1.15
C -2.0440 -1.3655 -3.1013 -0.71
N -0.9519 -1.6387 -2.3812 1.46
C -0.4231 -2.8569 -2.5137 -1.59
C -0.9706 -3.8450 -3.3161 -0.80
H -2.9081 -6.5262 -5.4066 0.25
H -1.5295 -6.0964 -4.4660 0.14
H -3.5735 -2.0572 -4.4526 0.51
H -2.4313 -0.3568 -3.0277 0.41
H 0.4760 -3.0646 -1.9588 0.81
H -0.4628 -4.7981 -3.3616 0.23
F 5.1375 -1.3619 -1.3954 -0.24
C 4.1188 -0.7043 -0.8663 0.42
F 4.1224 -0.9260 0.4551 -0.19
F 4.2664 0.5990 -1.0448 -0.13
S 2.4549 -1.3131 -1.4997 1.03
O 1.7220 -0.0944 -1.7558 -0.84
O 1.9436 -2.0816 -0.3950 -0.52
N 2.6418 -2.2228 -2.7617 -0.50
S 3.1619 -1.4103 -4.0463 0.90
O 3.7957 -0.1928 -3.6368 -0.58
O 3.7972 -2.2679 -4.9855 -0.68
C 1.6065 -0.8896 -4.9594 0.61
F 0.8030 -1.9547 -5.1081 -0.23
F 0.9064 0.0655 -4.3538 -0.11
F 1.9458 -0.4544 -6.1677 -0.24

31
Properties=species:S:1:pos:R:3:nbo_charge:R:1 method="wB97M-V/def2-TZVPD" e_tot_ha=-1008.472541 total_charge=0 homo_ev=-8.1 relative_energy_kj_mol=217.7
C -2.5025 -1.6020 0.1172 -0.22
C -1.0846 -1.1698 0.2875 -0.47
C -3.4746 -0.7083 0.0954 -0.15
C -0.9509 0.3359 0.4836 -0.02
C 3.1036 0.4001 0.3052 0.75
C -3.2788 0.8017 -0.1039 -0.44
C -1.8537 1.1111 -0.4150 -0.43
C 0.0773 0.8546 1.1397 -0.04
C 2.2348 -0.1794 -0.6590 -0.22
N 1.5094 1.7104 -1.5981 -0.61
N 1.5233 0.3780 -1.5614 -0.17
N 1.0249 0.0374 1.7043 -0.85
O 3.3208 1.5702 0.4773 -0.58
O 3.6346 -0.7161 0.9353 -0.71
P 1.9497 -1.9855 -0.7263 0.29
H -2.7916 -2.6036 0.1725 0.21
H -0.4605 -1.5348 1.1292 0.21
H -4.5351 -1.1669 0.0525 0.20
H -4.0103 0.8773 -0.8579 0.22
H -3.5862 1.3125 0.7052 0.21
H -1.7468 2.1301 -0.4504 0.21
H -1.4981 0.8722 -1.4760 0.21
H 0.0784 1.8677 1.2050 0.19
H 1.0610 2.0736 -2.4003 0.36
H 1.5450 2.4137 -0.8905 0.39
H -0.4457 -1.4110 -0.7449 0.22
H 3.8252 -0.4379 1.8296 0.49
H 0.9466 -0.8973 1.2959 0.39
H 1.1969 0.0275 2.6719 0.38
H 1.9427 -2.0123 -2.1639 0.01
H 3.2450 -2.3490 -0.5599 -0.02

112
Properties=species:S:1:pos:R:3:mulliken_charge:R:1 method="wB97M-V/def2-TZVPD" e_tot_ha=-7768.449714 total_charge=+1 homo_ev=-9.3 relative_energy_kj_mol=140.9
Y 0.4540 -0.5231 -0.9232 -1.18
C -0.3751 -0.3128 -4.3331 -0.89
C -0.4267 -1.7971 -3.9637 -0.97
N -0.8565 -2.0144 -2.5765 -0.31
C -2.2896 -1.8612 -2.3338 -1.53
C -2.6776 -0.4185 -2.1118 0.68
C -3.9307 0.0432 -2.4956 -1.19
C -4.2451 1.3770 -2.2928 -1.03
C -3.2965 2.2005 -1.7125 -1.01
C -2.0626 1.6677 -1.3581 0.71
C -1.0087 2.5534 -0.7419 -2.10
N 0.3541 2.1312 -1.0641 0.01
C 0.8520 2.6411 -2.3466 -0.76
C 0.2238 1.8879 -3.5178 -0.90
N 0.3867 0.4464 -3.3427 0.51
N -1.7736 0.3764 -1.5333 2.26
H -1.3919 0.0958 -4.3650 0.38
H 0.0566 -0.2174 -5.3414 0.61
H 0.5799 -2.2136 -4.0529 0.28
H -1.0848 -2.3146 -4.6773 0.52
H -0.5984 -2.9717 -2.3427 0.29
H -2.5341 -2.4123 -1.4171 0.11
H -2.8979 -2.2756 -3.1528 0.51
H -4.6391 -0.6321 -2.9484 0.57
H -5.2039 1.7701 -2.5954 0.47
H -3.4968 3.2455 -1.5404 0.58
H -1.1218 2.4950 0.3459 0.59
H -1.2062 3.5921 -1.0433 0.49
H 0.9646 2.5161 -0.3444 0.47
H 1.9387 2.5000 -2.3652 0.00
H 0.6507 3.7162 -2.4649 0.51
H 0.6663 2.2480 -4.4582 0.70
H -0.8496 2.1074 -3.5641 0.26
H 1.3799 0.2141 -3.4484 0.13
Cl 5.3988 -6.2393 -0.6039 -0.22
C 4.3416 -4.9168 -0.9518 0.06
C 4.6680 -4.0506 -2.0139 -0.74
C 3.8381 -3.0205 -2.3395 -0.69
C 2.6386 -2.7665 -1.6179 0.01
O 1.8787 -1.7991 -1.9731 0.62
C 2.3331 -3.6446 -0.5187 0.92
C 1.1767 -3.4515 0.2689 -0.10
O 0.3102 -2.5574 0.1384 0.35
C 3.2079 -4.7182 -0.2158 -1.30
H 5.5812 -4.2118 -2.5633 0.47
H 4.0692 -2.3506 -3.1559 0.42
H 1.0248 -4.1867 1.0775 0.23
H 2.9693 -5.3750 0.6080 0.49
O 2.3681 1.1531 0.9185 -0.59
C 2.2774 0.3531 0.0323 0.81
C 7.2650 5.3204 -2.8334 -1.52
C 6.4078 4.1388 -2.5024 0.63
C 5.7582 3.4200 -3.4933 -0.85
C 4.9618 2.3235 -3.1947 0.96
C 4.3134 1.5990 -4.3397 -1.63
C 4.8100 1.9420 -1.8565 0.32
Se 3.6525 0.3839 -1.5043 0.12
C 5.4790 2.6297 -0.8435 0.65
C 5.4218 2.2125 0.5944 -1.35
C 6.2630 3.7213 -1.1873 -0.79
H 7.0834 5.6555 -3.8511 0.36
H 8.3193 5.0579 -2.7415 0.31
H 7.0680 6.1425 -2.1478 0.38
H 5.8716 3.7151 -4.5277 0.41
H 5.0052 1.5475 -5.1776 0.54
H 3.4226 2.1348 -4.6703 0.25
H 4.0371 0.5835 -4.0586 -0.03
H 4.4717 1.7494 0.8479 0.06
H 5.5728 3.0705 1.2480 0.43
H 6.2175 1.4924 0.7943 0.29
H 6.7781 4.2593 -0.4032 0.43
C -1.8325 -3.3681 3.7461 -2.27
C -2.9382 -2.5998 3.0111 2.97
C -2.8549 -3.0033 1.5326 -1.92
C -4.2890 -3.0572 3.5792 -1.74
Si -2.7295 -0.6653 3.2495 -1.18
Br -0.8780 -0.0708 1.7012 -0.07
C -2.0230 -0.0856 4.9804 2.36
C -1.9697 1.4440 5.0743 -1.98
C -0.5929 -0.5852 5.2180 -1.85
C -2.9129 -0.6044 6.1157 -1.67
C -4.2053 0.4195 2.5393 2.79
C -3.7563 1.8277 2.1335 -1.79
C -5.3056 0.5447 3.5980 -1.85
C -4.8253 -0.2018 1.2815 -1.74
H -1.9239 -4.4324 3.5312 0.58
H -1.9168 -3.2457 4.8218 0.42
H -0.8472 -3.0408 3.4225 0.38
H -3.0068 -4.0788 1.4442 0.69
H -1.8736 -2.7701 1.1239 -0.07
H -3.6156 -2.5109 0.9355 0.29
H -4.3645 -4.1421 3.5240 0.54
H -5.1230 -2.6388 3.0231 0.33
H -4.3935 -2.7696 4.6215 0.35
H -1.3449 1.8562 4.2863 0.29
H -1.5325 1.7260 6.0305 0.63
H -2.9585 1.8894 5.0264 0.36
H 0.0691 -0.2748 4.4157 0.35
H -0.5450 -1.6628 5.3150 0.34
H -0.2174 -0.1565 6.1450 0.56
H -3.9375 -0.2629 6.0092 0.32
H -2.5356 -0.2381 7.0678 0.55
H -2.9147 -1.6890 6.1576 0.30
H -3.2374 2.3490 2.9276 0.30
H -4.6308 2.4150 1.8591 0.53
H -3.1014 1.7804 1.2692 0.13
H -4.9733 1.1352 4.4453 0.35
H -5.6222 -0.4292 3.9569 0.36
H -6.1727 1.0417 3.1688 0.55
H -4.0717 -0.3662 0.5137 0.02
H -5.5707 0.4812 0.8760 0.65
H -5.3268 -1.1379 1.5038 0.32

10
Properties=species:S:1:pos:R:3:nbo_charge:R:1 method="wB97M-V/def2-TZVPD" e_tot_ha=-1365.385493 total_charge=0 homo_ev=-8.9 smiles="NC(=S)C(=S)C=S" relative_energy_kj_mol=136.3
C 0.1989 -0.3401 -0.6864 -0.01
C -0.2841 0.2633 0.6049 -0.23
C 0.4090 1.5423 0.9884 -0.34
H -0.8439 -2.1631 -0.3239 0.42
H 0.0390 -2.0324 -1.8094 0.41
H 1.4800 1.5641 0.8092 0.24
N -0.1894 -1.6289 -0.9091 -0.76
S 1.1081 0.4732 -1.7251 -0.03
S -1.4344 -0.4422 1.5054 0.15
S -0.4834 2.7638 1.5461 0.16

19
Properties=species:S:1:pos:R:3:nbo_charge:R:1 method="wB97M-V/def2-TZVPD" e_tot_ha=-418.479240 total_charge=+1 homo_ev=-13.9 relative_energy_kj_mol=841.7
O 2.5189 -0.2253 -0.7360 -0.53
C 1.6429 -0.4480 0.0657 0.76
O 1.7147 0.0476 1.4262 -0.68
C 0.3910 -1.1999 -0.3264 -0.17
C -0.7336 -0.0902 -0.3305 -0.41
C -1.2727 0.3425 1.0456 -0.26
N -0.5565 1.5703 1.5062 -0.72
N 0.4839 -1.6737 -1.6958 -0.65
H 2.2490 0.8724 1.3719 0.51
H 0.0934 -2.0027 0.3610 0.30
H -1.6299 -0.4410 -0.8908 0.27
H -0.4117 0.8330 -0.8711 0.20
H -2.4097 0.5116 1.1116 0.24
H -1.0601 -0.3564 1.8822 0.28
H -1.1706 2.0749 2.1292 0.38
H -0.8549 0.9679 -2.4599 0.39
H -0.5117 2.0996 0.6766 0.34
H 1.3758 -2.0112 -2.0138 0.42
H 0.1418 -0.8713 -2.2519 0.35